# C2H3FNO2

An isolated ion of composition C2H3FNO2 and charge -1 at a distorted geometry (the ωB97M-V functional and the def2-TZVPD basis, OMol25).

```
9
Properties=species:S:1:pos:R:3:forces:R:3
O -2.904 0.902 -0.112 -0.947 0.869 0.271
C -2.107 0.031 -0.376 2.655 0.736 -0.204
O -2.130 -1.163 -0.581 -0.219 -1.156 -0.236
N -0.587 0.650 -0.469 -1.663 -0.063 0.190
C 0.496 -0.174 -0.290 0.404 -0.583 0.201
F 1.601 0.181 -1.155 0.161 0.075 -0.182
H -0.559 1.529 0.032 -0.047 -0.147 0.008
H 0.231 -1.195 -0.588 -0.104 0.201 0.247
H 0.990 -0.165 0.706 -0.241 0.068 -0.296
```
Positions in Å, forces in eV/Å.

As for the HOMO energy: -4.76 eV. As for the total charge: -1. As for the orbital gap: 0.3382 Ha. As for the molar mass: 92.05 g mol⁻¹. The SMILES is O=C([O-])NCF. The value obtained for the total energy is -383.1888 hartree. The maximum force is 2.8 eV Å⁻¹. Its spin multiplicity is 1. The calculation puts the relative energy (zero: lowest compared OMol25 entry of this formula, charge and spin) at 0.0 kcal per mole.